Formula: C18H30ClF3O5PS
Source: the Open Molecules 2025 dataset
Level of theory: ωB97M-V/def2-TZVPD

ORCA input file:
```
! wB97M-V def2-TZVPD RIJCOSX def2/J DEFGRID3
* xyz -1 1
C -2.6527 0.5405 1.6311
C 1.2135 4.4850 1.2094
H -2.0587 -0.3897 -2.1329
O 2.9492 -5.4789 -1.2181
H -1.5329 -3.8035 -3.4067
H 4.4085 3.5922 2.2776
H 4.1943 5.7739 1.0573
H -0.9972 0.6553 -3.3173
H 0.1865 0.9819 0.6523
H 0.0600 -2.0492 -3.9766
H 1.7604 -3.6335 -2.9028
H 1.2618 -0.8664 -2.5992
F -0.7873 3.2618 0.6339
C 2.3896 -3.0069 0.1750
C -1.0378 -0.3543 -2.7023
O 0.7886 4.8922 2.2869
C 0.3880 3.7538 0.1495
H -2.7549 -2.4828 -2.5917
C -3.1453 -2.7018 1.5552
H 1.4358 -2.6373 0.7903
H 0.2731 -1.6718 -1.0620
C 3.9211 4.4601 2.7337
H -4.8806 -2.3620 3.2246
C -4.0814 -1.8086 2.5664
H 3.1207 4.0751 3.3736
H -1.0925 1.4324 -0.6509
S 1.8086 -4.4481 -0.8713
H -4.2231 1.2638 4.4099
C 2.0872 -0.3526 -0.3720
H 2.7552 0.6051 -0.5143
F 0.0586 4.5678 -0.8950
H -5.6678 -0.0087 4.0113
H 0.8857 1.0059 -1.9914
C -4.8292 0.7077 3.5567
C -0.5397 0.4935 -0.1605
H 4.1191 -1.5102 -0.4200
H -1.3467 -2.6561 -0.0551
O 1.0092 -3.9732 -2.3329
H 2.9542 -2.0272 -1.8358
O 0.7345 -5.2969 -0.0852
C -1.9709 -1.9541 0.6301
O 2.5005 4.6679 0.7756
Cl -1.5019 -0.8196 -5.4465
C -1.6534 -0.3581 0.6263
H 2.8569 6.2494 2.1019
H -3.2675 -3.8855 1.4866
H -2.5428 1.7038 1.7301
C 2.9824 -1.7263 -0.7053
F 1.0484 2.6896 -0.3914
C -2.0963 -2.7780 -3.5137
H 1.7984 -0.4751 0.7802
P 0.4985 -0.3219 -1.5041
C -0.9923 -1.5751 -3.7898
H 4.6459 4.9839 3.3629
C 3.3702 5.3854 1.6646
H -2.8496 -2.8782 -4.4322
H 3.2080 -3.2996 0.9731
H -5.3486 1.5352 2.8919
C -3.8213 -0.1718 2.5590
*
```

DFT total energy	-70174.6630	eV
HOMO level	-4.420	eV

In elementary charge units, the Löwdin charges are: atom 1 (C): 0.011, atom 2 (C): -0.316, atom 3 (H): 0.077, atom 4 (O): -0.415, atom 5 (H): 0.070, atom 6 (H): 0.085, atom 7 (H): 0.124, atom 8 (H): 0.066, atom 9 (H): 0.083, atom 10 (H): 0.071, atom 11 (H): 0.081, atom 12 (H): -0.034, atom 13 (F): 0.111, atom 14 (C): -0.252, atom 15 (C): -0.382, atom 16 (O): 0.137, atom 17 (C): -0.465, atom 18 (H): 0.070, atom 19 (C): -0.071, atom 20 (H): 0.113, atom 21 (H): -0.025, atom 22 (C): -0.067, atom 23 (H): 0.070, atom 24 (C): -0.077, atom 25 (H): 0.078, atom 26 (H): 0.099, atom 27 (S): 0.795, atom 28 (H): 0.074, atom 29 (C): -0.358, atom 30 (H): 0.073, atom 31 (F): 0.144, atom 32 (H): 0.073, atom 33 (H): -0.022, atom 34 (C): -0.150, atom 35 (C): -0.373, atom 36 (H): 0.106, atom 37 (H): 0.059, atom 38 (O): -0.242, atom 39 (H): 0.074, atom 40 (O): -0.411, atom 41 (C): -0.033, atom 42 (O): 0.011, atom 43 (Cl): 0.406, atom 44 (C): -0.144, atom 45 (H): 0.123, atom 46 (H): 0.082, atom 47 (H): 0.079, atom 48 (C): -0.269, atom 49 (F): 0.092, atom 50 (C): -0.159, atom 51 (H): 0.081, atom 52 (P): 0.399, atom 53 (C): -0.671, atom 54 (H): 0.079, atom 55 (C): -0.216, atom 56 (H): 0.059, atom 57 (H): 0.124, atom 58 (H): 0.071, atom 59 (C): -0.199



Formula: C2H5N2
Source: the Open Molecules 2025 dataset
Level of theory: ωB97M-V/def2-TZVPD

ORCA input file:
```
! wB97M-V def2-TZVPD RIJCOSX def2/J DEFGRID3
* xyz 1 3
C 0.7638 0.7468 -2.4605
N 0.8004 0.1931 -1.3696
H 0.2617 0.6118 1.1205
C -1.4659 -0.4127 1.4294
N -0.2592 -0.2590 1.3793
H -2.3455 0.2524 1.2795
H 0.5258 0.0499 -3.3738
H -1.9755 -1.3264 1.4590
H 1.1468 1.6730 -2.8236
*
```

relative energy (zero: lowest compared OMol25 entry of this formula, charge and spin)	20.95	kcal per mole
DFT total energy	-5121.9573	eV
HOMO level (alpha / beta)	-13.514 / -16.014	eV

In elementary charge units, the Löwdin charges are: atom 1 (C): -0.165, atom 2 (N): 0.068, atom 3 (H): 0.160, atom 4 (C): 0.110, atom 5 (N): 0.341, atom 6 (H): 0.177, atom 7 (H): 0.121, atom 8 (H): 0.123, atom 9 (H): 0.064



Formula: C10H17N2O
Source: the Open Molecules 2025 dataset
Level of theory: ωB97M-V/def2-TZVPD

ORCA input file:
```
! wB97M-V def2-TZVPD RIJCOSX def2/J DEFGRID3
* xyz 1 1
C 0.1283 1.3726 2.1621
H -0.1043 -1.2337 2.1510
O 0.2034 4.6209 0.4016
N -0.0936 -3.4408 -1.5014
H -1.0266 -5.2521 -1.8611
H 1.6416 -3.7827 -2.6734
H -1.1199 -1.6605 -1.3345
C -0.2180 0.5085 1.0806
C 1.1784 -4.1135 -1.7321
H 0.9732 -5.1857 -1.7996
C -0.5126 1.1089 -0.1739
H 0.7974 -1.6150 -1.1213
H -0.1167 5.5967 2.2430
H -0.4243 -1.4778 0.4613
H -0.8432 0.4843 -1.0025
C -0.1514 -2.1578 -1.1941
H -0.5521 2.9219 -1.3382
H 0.5848 3.3769 2.8088
C -1.3069 -4.1983 -1.7848
H 1.6107 5.2930 1.8221
H 0.6572 6.5022 0.9021
C 0.2801 2.7380 1.9762
H 1.8757 -3.9019 -0.9123
H -2.0431 -4.0508 -0.9852
C 0.6178 5.5483 1.4278
N -0.2547 -0.8308 1.2347
C 0.0476 3.3055 0.6963
H -1.7628 -3.8818 -2.7334
C -0.3670 2.4656 -0.3683
H 0.3012 0.9399 3.1484
*
```

relative energy (zero: lowest compared OMol25 entry of this formula, charge and spin)	58.52	kcal per mole
DFT total energy	-15664.7741	eV
HOMO level	-9.819	eV

In elementary charge units, the Löwdin charges are: atom 1 (C): -0.026, atom 2 (H): 0.113, atom 3 (O): -0.098, atom 4 (N): -0.182, atom 5 (H): 0.102, atom 6 (H): 0.125, atom 7 (H): 0.136, atom 8 (C): -0.334, atom 9 (C): 0.011, atom 10 (H): 0.102, atom 11 (C): -0.052, atom 12 (H): 0.143, atom 13 (H): 0.097, atom 14 (H): 0.020, atom 15 (H): 0.081, atom 16 (C): 0.128, atom 17 (H): 0.122, atom 18 (H): 0.110, atom 19 (C): 0.010, atom 20 (H): 0.096, atom 21 (H): 0.094, atom 22 (C): -0.014, atom 23 (H): 0.120, atom 24 (H): 0.119, atom 25 (C): -0.057, atom 26 (N): 0.082, atom 27 (C): -0.276, atom 28 (H): 0.123, atom 29 (C): -0.006, atom 30 (H): 0.111



Formula: C5H11N
Source: the Open Molecules 2025 dataset
Level of theory: ωB97M-V/def2-TZVPD

ORCA input file:
```
! wB97M-V def2-TZVPD RIJCOSX def2/J DEFGRID3
* xyz 0 1
C 0.8533 -0.9510 -0.2354
H 0.9084 -1.3020 -1.2066
H -1.0633 1.5291 1.4027
H 1.9469 0.6334 -0.3771
H 2.4404 -0.2423 0.9899
C -0.2094 1.1992 0.7520
H -2.5848 -0.3623 0.1689
H -1.7081 -1.4905 0.9240
H 0.7119 -1.8530 0.4573
C -0.4040 -0.0690 -0.0559
H -1.8060 -1.5969 -0.7872
C -0.2486 1.3148 -0.8062
H 0.7724 1.3386 -1.1994
C -1.6287 -0.9451 0.0057
N 2.2330 -0.2515 0.0301
H -0.9903 1.8576 -1.3480
H 0.7768 1.1910 1.2852
*
```

relative energy (zero: lowest compared OMol25 entry of this formula, charge and spin)	47.66	kcal per mole
DFT total energy	-6851.4620	eV
SMILES	CC1(CN)CC1
HOMO level	-9.472	eV

In elementary charge units, the Löwdin charges are: atom 1 (C): -0.176, atom 2 (H): 0.076, atom 3 (H): 0.112, atom 4 (H): 0.016, atom 5 (H): 0.028, atom 6 (C): -0.099, atom 7 (H): 0.100, atom 8 (H): 0.068, atom 9 (H): 0.131, atom 10 (C): -0.472, atom 11 (H): 0.055, atom 12 (C): -0.045, atom 13 (H): 0.074, atom 14 (C): -0.058, atom 15 (N): 0.010, atom 16 (H): 0.085, atom 17 (H): 0.095



Formula: C10H18N2O3S
Source: the Open Molecules 2025 dataset
Level of theory: ωB97M-V/def2-TZVPD

ORCA input file:
```
! wB97M-V def2-TZVPD RIJCOSX def2/J DEFGRID3
* xyz 0 1
O 1.0899 2.2225 -0.4975
H 5.5234 -1.0180 0.2438
C 3.8781 -1.1065 -1.2153
H -1.4799 0.9018 -1.2414
H 3.9045 -2.2186 -0.9917
H 3.8284 -1.7768 1.8093
C -0.9424 0.8189 -0.4192
H -0.0684 3.8254 -0.0661
C 4.6631 -0.4945 0.1069
H 2.2959 -2.1581 0.2077
C -1.7909 0.8793 0.9127
O -0.9093 3.2859 -0.1135
H 4.3502 -0.8793 -2.2255
H 4.6683 0.6350 0.2371
N 0.0514 -0.1368 -0.5497
C 3.5406 -0.8717 1.0991
H -3.2444 -0.5071 1.9343
H -3.8321 -3.1508 -0.4415
H 0.3165 -0.5553 -1.4139
H -1.8535 -1.2034 0.9102
N 2.5748 -0.7709 -1.1531
H 2.1800 0.2723 -1.3146
C 0.9088 -0.4135 0.5389
C -0.1877 2.2118 -0.4317
H -5.0855 -2.1253 -1.4760
C -2.7154 -0.4008 0.9894
H 3.5711 0.1089 1.7397
C 2.2250 -1.0592 0.1926
C -4.5212 -2.2483 -0.4925
O 0.6246 -0.3004 1.8547
H -2.4390 1.8844 0.8212
S -3.8280 -0.6289 -0.4185
H -5.3149 -2.2272 0.4295
H -1.2450 1.0512 1.8178
*
```

relative energy (zero: lowest compared OMol25 entry of this formula, charge and spin)	119.76	kcal per mole
DFT total energy	-30615.9570	eV
SMILES	CSCC[C@H](NC(=O)[C@@H]1CCCN1)C(=O)O
HOMO level	-8.481	eV

In elementary charge units, the Löwdin charges are: atom 1 (O): 0.035, atom 2 (H): 0.052, atom 3 (C): -0.255, atom 4 (H): 0.088, atom 5 (H): 0.130, atom 6 (H): 0.141, atom 7 (C): -0.254, atom 8 (H): 0.157, atom 9 (C): -0.137, atom 10 (H): 0.145, atom 11 (C): -0.174, atom 12 (O): 0.116, atom 13 (H): 0.130, atom 14 (H): 0.120, atom 15 (N): 0.090, atom 16 (C): -0.150, atom 17 (H): 0.068, atom 18 (H): 0.053, atom 19 (H): 0.140, atom 20 (H): 0.106, atom 21 (N): -0.099, atom 22 (H): 0.178, atom 23 (C): -0.252, atom 24 (C): -0.390, atom 25 (H): 0.036, atom 26 (C): -0.483, atom 27 (H): 0.123, atom 28 (C): -0.293, atom 29 (C): -0.483, atom 30 (O): -0.029, atom 31 (H): 0.149, atom 32 (S): 0.771, atom 33 (H): 0.077, atom 34 (H): 0.093



Formula: C11H25BNO3
Source: the Open Molecules 2025 dataset
Level of theory: ωB97M-V/def2-TZVPD

ORCA input file:
```
! wB97M-V def2-TZVPD RIJCOSX def2/J DEFGRID3
* xyz 1 1
C -1.8412 -0.3641 1.1611
H -2.7020 -1.3460 -0.3063
H 2.5700 0.4186 1.5919
H 0.9237 -0.5533 -4.3097
O 0.1440 1.2838 -2.5352
H -0.6074 -1.6662 2.4300
C 1.8954 -2.5869 2.8624
C 0.2969 0.2365 -4.7230
H 3.0693 -1.8828 0.0130
O -2.9610 -0.7009 0.3665
H 1.3916 0.0364 3.9571
H -0.2168 -1.2037 0.0453
H -2.1698 2.2940 -3.4102
H 0.7096 1.9973 -2.8530
H -2.0302 -1.0185 3.2562
C 1.5862 -0.0511 1.7541
H 0.9478 1.0190 -5.1229
H -0.2791 -0.1748 -5.5517
H -1.2349 0.0103 -3.2403
H -0.8832 2.1917 1.4629
O 2.1854 -2.0416 0.3651
H 0.7517 2.7885 1.3338
N 1.1368 0.4676 3.0749
C -0.6191 0.8108 -3.6582
H 1.2651 -2.2790 3.6995
C -1.6506 -1.3824 2.2989
H -2.2140 -2.2860 2.0598
H -0.9165 2.7360 -4.5801
H -2.1303 0.5988 1.5934
H 1.5919 -3.5879 2.5476
H -0.9008 0.2424 -0.6713
B 1.8891 -1.6157 1.6398
C 0.5814 0.6483 0.7828
H 0.0430 2.0270 3.8759
C -1.5189 1.9087 -4.1946
H -2.1402 1.5391 -5.0101
C 0.4109 1.5142 2.9939
H 1.1391 0.9547 -0.1002
C -0.5979 -0.2016 0.2783
C 0.1615 1.8979 1.5832
H 2.9231 -2.6793 3.2396
*
```

DFT total energy	-20116.1072	eV
HOMO level	-12.893	eV

In elementary charge units, the Löwdin charges are: atom 1 (C): -0.419, atom 2 (H): 0.103, atom 3 (H): 0.169, atom 4 (H): 0.079, atom 5 (O): -0.080, atom 6 (H): 0.044, atom 7 (C): 0.006, atom 8 (C): -0.055, atom 9 (H): 0.131, atom 10 (O): -0.022, atom 11 (H): 0.180, atom 12 (H): 0.128, atom 13 (H): 0.081, atom 14 (H): 0.091, atom 15 (H): 0.086, atom 16 (C): -0.107, atom 17 (H): 0.085, atom 18 (H): 0.086, atom 19 (H): 0.133, atom 20 (H): 0.133, atom 21 (O): 0.152, atom 22 (H): 0.151, atom 23 (N): 0.155, atom 24 (C): -0.494, atom 25 (H): 0.056, atom 26 (C): -0.005, atom 27 (H): 0.096, atom 28 (H): 0.085, atom 29 (H): 0.128, atom 30 (H): 0.088, atom 31 (H): 0.108, atom 32 (B): -0.468, atom 33 (C): -0.208, atom 34 (H): 0.164, atom 35 (C): -0.053, atom 36 (H): 0.086, atom 37 (C): 0.038, atom 38 (H): 0.138, atom 39 (C): -0.095, atom 40 (C): -0.063, atom 41 (H): 0.090



Q: Among the records above, which one has the highest DFT total energy?
A: C2H5N2



Q: Look up the DFT total energy of the third one.
A: -15664.7741 eV